{"formula": "C3H11N3O", "method": "wB97M-V/def2-TZVPD", "symbols": ["C", "N", "C", "N", "N", "C", "O", "H", "H", "H", "H", "H", "H", "H", "H", "H", "H", "H"], "coordinates": [[-1.85896, -0.62506, 1.51028], [-1.64915, -0.87045, 0.09581], [-0.66998, 0.03014, -0.56818], [0.69641, -0.27656, -0.18340], [1.02726, 0.31984, 1.04684], [1.62952, 0.11891, -1.30219], [1.75299, 1.50774, -1.50021], [-0.95281, -0.74461, 2.11608], [-2.62055, -1.31296, 1.87833], [-2.22706, 0.39409, 1.63494], [-1.35943, -1.83372, -0.04529], [-0.79433, -0.14143, -1.64084], [-0.95681, 1.05456, -0.29411], [1.83831, -0.15354, 1.43373], [1.24299, 1.31427, 0.94096], [1.33678, -0.40110, -2.22267], [2.62513, -0.22650, -1.00928], [0.93969, 1.84637, -1.89080]], "forces_ev_per_a": [[0.16, -0.08, 0.21], [0.34, 0.60, -0.75], [-1.22, -1.35, 1.28], [1.07, 0.46, -2.22], [0.17, 0.28, 0.40], [-0.13, -0.67, 1.24], [-0.15, 0.20, 0.01], [-0.18, 0.07, 0.01], [-0.08, 0.05, -0.01], [-0.01, 0.01, 0.10], [0.08, 0.21, -0.08], [0.21, 0.19, 0.06], [0.01, 0.01, -0.17], [-0.15, 0.08, -0.09], [0.09, -0.19, -0.12], [-0.16, 0.06, 0.24], [-0.12, 0.08, -0.07], [0.05, -0.02, -0.03]], "total_charge": 0, "homo_lumo_gap_ev": 9.2, "homo_energy_ev": -8.379, "spin_multiplicity": 1, "smiles": "CNCN(N)CO"}

{"formula": "C4H12N2S", "method": "wB97M-V/def2-TZVPD", "symbols": ["C", "C", "C", "S", "N", "C", "N", "H", "H", "H", "H", "H", "H", "H", "H", "H", "H", "H", "H"], "coordinates": [[0.09585, 2.23923, 0.06673], [0.39133, 0.69930, 0.07244], [-0.65173, 0.01120, -0.80881], [-1.06410, 1.00964, -2.38883], [0.53102, 0.05106, 1.37474], [1.51451, -0.94093, 1.48780], [1.01255, -2.38887, 1.59908], [0.45242, 2.69942, 1.02480], [0.43283, 2.70650, -0.79798], [-0.98294, 2.28593, 0.02797], [-3.68494, -0.03841, -2.43325], [-0.16199, -0.92971, -1.20205], [-1.52081, -0.16016, -0.25667], [-3.79495, -0.53797, -2.98069], [1.45831, 0.64417, -0.49685], [2.27265, -0.91502, 0.57942], [2.15288, -0.81702, 2.42387], [0.05956, -2.42454, 1.20233], [1.48755, -3.19381, 1.50594]], "forces_ev_per_a": [[-1.01, -1.75, 3.53], [3.90, 1.57, -1.68], [1.73, -0.48, -2.47], [0.69, -0.92, 1.60], [-1.12, -0.16, -0.45], [1.62, -1.91, -0.09], [-3.24, 6.91, -1.48], [-0.22, -0.13, -1.09], [1.13, 0.65, -1.39], [-0.46, 0.53, 0.37], [-0.11, -0.22, -0.24], [-0.99, 0.68, 0.32], [-1.49, -0.41, 0.73], [-0.05, 0.12, 0.21], [-2.12, -0.30, 1.05], [-0.91, -0.49, 1.24], [-0.48, 0.15, -0.90], [0.22, -0.37, 0.67], [2.91, -3.46, 0.07]], "total_charge": 1, "homo_lumo_gap_ev": [6.5, 3.5], "s_squared": 1.726, "homo_energy_ev": [-12.927, -12.449], "spin_multiplicity": 2}

{"formula": "C5H7N3", "method": "wB97M-V/def2-TZVPD", "symbols": ["H", "N", "C", "C", "N", "C", "C", "C", "N", "H", "H", "H", "H", "H", "H"], "coordinates": [[1.61483, 1.44865, -2.65789], [1.21718, 1.39149, -1.74994], [0.80872, 0.26988, -1.33995], [1.07030, -1.07505, -1.92570], [0.37474, 0.33721, 0.04525], [-0.73808, -0.30563, 0.67503], [-0.90105, 0.21544, 1.96324], [-0.88147, 0.65513, 3.11088], [-1.47090, -1.20919, 0.10882], [-2.09822, -1.52703, 0.80759], [2.12929, -1.23539, -1.99648], [0.90069, -1.23219, -2.91367], [0.68654, -1.83433, -1.23903], [0.28746, 1.32872, 0.16935], [-0.51821, 0.85641, 4.10032]], "forces_ev_per_a": [[0.39, -0.48, -0.87], [-0.92, 0.58, 0.66], [0.66, -0.03, 0.88], [0.63, -0.29, 3.07], [-1.06, -0.51, -1.13], [0.21, -0.82, -3.27], [-0.13, 1.48, 4.52], [0.64, -1.39, -2.54], [1.89, 1.24, 0.16], [-1.04, -0.53, 0.63], [1.01, 0.21, 0.79], [-1.86, -0.20, -2.87], [-0.20, -0.09, -0.64], [0.37, 0.58, 0.73], [-0.60, 0.25, -0.13]], "total_charge": 0, "homo_lumo_gap_ev": 9.8, "homo_energy_ev": -9.522, "spin_multiplicity": 1, "smiles": "[H]/N=C(\\C)N/C(C#C)=N/[H]"}

ΔE to the lowest compared entry with this formula, charge and spin for every record listed, in sequence, given in kcal per mole: 54.0, 164.0, 83.9.
Calculated total energy for every record listed, in sequence, given in Eh: -360.35132, -666.76110, -358.88474.